DFT (ωB97M-V/def2-TZVPD) results for a structure of composition C26H26AgBN9S7.

Atoms and positions in Å:
Ag1 -0.409 0.309 -1.081
N1 -0.340 -2.338 2.791
C1 -0.329 -1.883 1.528
N2 -0.848 -0.775 1.129
C2 -1.394 0.080 2.061
N3 -1.804 1.277 1.789
N4 -1.461 1.706 0.522
C3 -2.127 2.695 0.093
C4 -1.799 3.307 -1.214
C5 -2.286 4.572 -1.522
C6 -1.951 5.135 -2.743
C7 -1.146 4.419 -3.612
C8 -0.705 3.162 -3.217
N5 -1.026 2.619 -2.053
C9 -1.519 -0.384 3.454
C10 -2.141 0.370 4.452
C11 -2.177 -0.083 5.753
C12 -1.583 -1.304 6.081
C13 -0.968 -2.066 5.113
C14 -0.942 -1.603 3.797
H1 0.156 -3.184 3.008
H2 0.139 -2.537 0.798
H3 -2.935 3.124 0.685
H4 -2.909 5.101 -0.812
H5 -2.314 6.119 -3.013
H6 -0.867 4.813 -4.580
H7 -0.074 2.558 -3.861
H8 -2.582 1.317 4.171
H9 -2.659 0.508 6.521
H10 -1.601 -1.658 7.104
H11 -0.500 -3.011 5.360
C15 0.844 -3.052 -2.145
N6 1.885 -2.561 -1.262
C16 2.578 -3.305 -0.322
C17 3.432 -2.450 0.285
N7 3.272 -1.206 -0.276
B1 4.060 0.076 0.131
N8 3.058 1.077 0.782
C18 2.854 2.357 0.316
C19 2.036 3.002 1.174
N9 1.729 2.096 2.176
C20 1.001 2.399 3.386
C21 2.376 0.921 1.938
S1 2.350 -0.420 2.986
C22 2.318 -1.276 -1.216
S2 1.764 -0.035 -2.271
H12 0.676 -4.107 -1.932
H13 1.136 -2.931 -3.189
H14 -0.075 -2.488 -1.986
H15 2.398 -4.358 -0.185
H16 4.125 -2.603 1.093
H17 4.919 -0.243 0.922
H18 4.510 0.602 -0.861
H19 3.279 2.673 -0.619
H20 1.615 3.992 1.152
H21 0.425 3.308 3.222
H22 1.686 2.539 4.224
H23 0.329 1.578 3.630
C23 0.026 -0.962 -5.434
S3 -1.747 -0.747 -5.123
C24 -2.072 -2.134 -4.113
C25 -2.511 -2.065 -2.841
S4 -2.777 -0.718 -1.813
S5 -2.840 -3.638 -2.129
C26 -2.386 -4.652 -3.447
S6 -2.392 -6.308 -3.392
S7 -1.921 -3.731 -4.818
H24 0.263 -0.370 -6.317
H25 0.257 -2.004 -5.650
H26 0.622 -0.621 -4.577

Properties
Charge: -1
Molar mass: 807.706 g mol⁻¹
Spin multiplicity: 1
HOMO-LUMO gap: 6.08 eV
Lowest unoccupied orbital energy: 1.758 eV
Calculated total energy: -121322.7601 eV



DFT (ωB97M-V/def2-TZVPD) results for a structure of composition C26H26BCoN9S2 in a non-equilibrium geometry.

Atoms and positions in Å:
Co1 -0.420 -0.260 0.377
C1 -0.092 1.949 3.173
C2 1.108 1.348 2.526
C3 2.459 1.719 2.626
C4 3.131 0.842 1.806
N1 2.230 -0.007 1.272
N2 0.993 0.308 1.708
B1 2.461 -1.108 0.208
N3 2.414 -0.431 -1.203
C5 3.487 0.026 -1.850
C6 3.106 0.595 -3.046
C7 1.733 0.471 -3.123
C8 0.849 0.995 -4.190
N4 1.315 -0.147 -1.974
N5 1.456 -2.277 0.422
C9 1.819 -3.567 0.596
C10 0.762 -4.245 1.144
C11 -0.249 -3.279 1.300
C12 -1.574 -3.484 1.953
N6 0.175 -2.110 0.845
N7 3.854 -1.699 0.403
C13 4.498 -1.945 1.570
C14 5.567 -2.758 1.300
C15 5.499 -2.989 -0.093
C16 6.389 -3.836 -0.942
N8 4.463 -2.357 -0.616
H1 0.027 1.976 4.257
H2 -0.247 2.970 2.818
H3 -0.974 1.362 2.923
H4 2.871 2.522 3.214
H5 4.180 0.773 1.568
H6 4.465 -0.085 -1.422
H7 3.745 1.056 -3.779
H8 1.432 1.655 -4.834
H9 0.434 0.187 -4.787
H10 0.012 1.551 -3.768
H11 2.792 -3.929 0.308
H12 0.720 -5.284 1.422
H13 -1.441 -4.107 2.837
H14 -2.009 -2.533 2.257
H15 -2.266 -4.004 1.288
H16 4.146 -1.533 2.502
H17 6.298 -3.137 1.995
H18 7.438 -3.676 -0.691
H19 6.163 -4.893 -0.790
H20 6.229 -3.599 -1.992
S1 -2.115 3.737 -0.094
C17 -0.430 3.881 -0.380
C18 0.215 2.681 -0.325
C19 -0.648 1.583 -0.042
C20 -1.942 2.018 0.113
C21 -3.003 1.057 0.262
C22 -4.363 1.337 0.102
C23 -5.265 0.296 0.053
C24 -4.789 -1.005 0.157
C25 -3.436 -1.200 0.356
N9 -2.554 -0.206 0.455
H21 -0.013 4.857 -0.580
H22 1.285 2.593 -0.478
H23 -4.669 2.367 -0.025
H24 -6.319 0.492 -0.092
H25 -5.447 -1.859 0.080
H26 -3.041 -2.202 0.426
S2 -1.213 -0.731 -2.577
C26 0.033 -0.475 -1.524

Properties
Charge: 0
Molar mass: 598.436 g mol⁻¹
Spin multiplicity: 2
HOMO-LUMO gap (spin up / spin down): 6.92 / 7.43 eV
Lowest unoccupied orbital energy (spin up / spin down): 0.125 / 0.151 eV
Calculated total energy: -100770.4149 eV



DFT (ωB97M-V/def2-TZVPD) results for a structure of composition C26H26BrKN5O2PS.

Atoms and positions in Å:
K1 -0.032 -0.116 -0.431
N1 3.092 -0.353 2.098
P1 3.096 0.154 0.452
C1 3.308 1.967 0.570
C2 4.353 2.578 1.268
C3 4.413 3.956 1.374
C4 3.425 4.743 0.787
C5 2.381 4.150 0.098
C6 2.325 2.764 -0.012
C7 4.772 -0.431 0.026
C8 5.625 0.330 -0.773
C9 6.848 -0.182 -1.184
C10 7.235 -1.459 -0.802
C11 6.387 -2.228 -0.017
C12 5.161 -1.722 0.387
C13 1.948 -0.519 2.859
C14 2.055 -0.869 4.213
C15 0.902 -1.039 4.944
C16 -0.335 -0.867 4.327
C17 -0.335 -0.523 2.993
N2 0.772 -0.341 2.265
H1 3.954 -0.327 2.621
H2 5.128 1.969 1.721
H3 5.228 4.421 1.914
H4 3.472 5.821 0.876
H5 1.596 4.748 -0.346
H6 1.483 2.330 -0.542
H7 5.336 1.329 -1.073
H8 7.501 0.422 -1.801
H9 8.191 -1.855 -1.120
H10 6.677 -3.229 0.274
H11 4.490 -2.336 0.976
H12 3.030 -1.002 4.663
H13 0.962 -1.306 5.992
H14 -1.263 -0.989 4.865
H15 -1.275 -0.375 2.468
Br1 -3.321 -2.521 0.328
C18 -3.816 -0.690 0.028
C19 -5.144 -0.337 0.145
C20 -5.440 1.007 -0.039
C21 -4.418 1.898 -0.309
C22 -3.117 1.426 -0.428
N3 -2.827 0.123 -0.261
C23 -1.969 2.423 -0.721
O1 -2.205 3.585 -0.389
O2 -0.937 1.932 -1.251
H16 -5.899 -1.074 0.375
H17 -6.464 1.349 0.042
H18 -4.584 2.959 -0.425
C24 -1.754 -5.745 -0.171
N4 -0.717 -4.813 -0.593
C25 0.443 -4.571 0.045
S1 1.264 -3.111 -0.151
N5 0.961 -5.537 0.833
C26 0.755 -6.973 0.700
H19 -2.686 -5.430 -0.633
H20 -1.887 -5.728 0.913
H21 -1.549 -6.765 -0.491
H22 -1.030 -4.012 -1.117
H23 1.841 -5.248 1.228
H24 -0.157 -7.312 1.190
H25 1.593 -7.471 1.179
H26 0.732 -7.278 -0.348

Properties
Charge: 0
Molar mass: 622.570 g mol⁻¹
Spin multiplicity: 1
HOMO-LUMO gap: 8.40 eV
Relative energy (zero: lowest compared OMol25 entry of this formula, charge and spin): 1.3 kcal per mole
Lowest unoccupied orbital energy: 0.180 eV
Calculated total energy: -145424.1369 eV



DFT (ωB97M-V/def2-TZVPD) results for a structure of composition C26H26CrN7O4S4.

Atoms and positions in Å:
Cr1 -0.723 -0.499 -0.303
N1 2.170 -2.031 0.954
C1 0.997 -2.542 1.346
N2 -0.172 -2.083 0.951
C2 -1.211 -2.663 1.671
C3 -0.847 -3.630 2.528
S1 0.876 -3.782 2.544
C4 -2.541 -2.119 1.395
C5 -3.702 -2.399 2.007
S2 -4.952 -1.406 1.363
C6 -3.818 -0.654 0.301
N3 -2.599 -1.136 0.405
N4 -4.217 0.298 -0.572
H1 2.148 -1.201 0.364
H2 3.015 -2.564 1.040
H3 -1.469 -4.242 3.161
H4 -3.893 -3.104 2.800
H5 -5.061 0.791 -0.332
H6 -3.483 0.911 -0.909
C7 2.406 6.191 2.373
C8 1.445 5.219 1.740
C9 0.613 4.424 2.522
C10 -0.284 3.540 1.946
C11 -0.365 3.455 0.562
C12 0.442 4.259 -0.237
C13 1.347 5.121 0.356
S3 -1.642 2.427 -0.124
O1 -2.479 3.333 -0.874
O2 -2.226 1.708 0.993
N5 -1.093 1.255 -1.112
C14 -0.013 1.579 -2.068
C15 1.293 1.129 -1.415
O3 2.338 1.751 -1.478
O4 1.143 0.003 -0.765
H7 2.694 5.867 3.373
H8 1.947 7.179 2.466
H9 3.308 6.305 1.772
H10 0.680 4.481 3.603
H11 -0.913 2.908 2.556
H12 0.377 4.225 -1.313
H13 1.989 5.730 -0.273
H14 0.013 2.616 -2.384
H15 -0.166 0.957 -2.950
C16 1.267 -5.139 -3.005
C17 1.849 -4.116 -2.224
C18 1.128 -3.002 -1.903
C19 -0.214 -2.828 -2.329
C20 -0.984 -1.664 -1.974
C21 -2.149 -1.464 -2.676
C22 -2.658 -2.406 -3.606
C23 -2.006 -3.579 -3.824
C24 -0.751 -3.808 -3.205
C25 0.004 -4.975 -3.494
H16 1.833 -6.031 -3.242
H17 2.883 -4.205 -1.908
H18 1.585 -2.187 -1.372
H19 -2.743 -0.575 -2.506
H20 -3.594 -2.197 -4.112
H21 -2.412 -4.332 -4.490
H22 -0.437 -5.728 -4.137
N6 3.307 0.367 3.540
C26 2.553 0.766 2.481
N7 3.228 1.261 1.440
S4 0.879 0.636 2.536
H23 4.261 0.672 3.635
H24 2.802 0.140 4.377
H25 4.234 1.275 1.443
H26 2.765 1.513 0.573

Properties
Charge: 0
Molar mass: 680.803 g mol⁻¹
Spin multiplicity: 2
HOMO-LUMO gap (spin up / spin down): 7.52 / 7.85 eV
Lowest unoccupied orbital energy (spin up / spin down): -0.072 / 0.218 eV
Calculated total energy: -117769.2548 eV